Here is C22H24InN3O2S3 as an isolated structure from the Open Molecules 2025 dataset. Energies are from ωB97M-V/def2-TZVPD.

```
! RIJCOSX wB97M-V def2-TZVPD def2/J DEFGRID3
* xyz 0 1
In 0.88 -0.22 -0.91
S 0.08 1.91 -4.84
C 0.37 1.17 -3.42
S 1.15 -0.41 -3.33
S -0.06 1.88 -1.86
O -4.97 -4.28 0.37
C -5.08 -2.90 0.07
C -3.71 -2.31 -0.09
C -3.56 -0.95 -0.29
C -2.29 -0.43 -0.46
N -1.20 -1.20 -0.43
C -1.33 -2.52 -0.23
C -2.57 -3.10 -0.06
C -0.08 -3.32 -0.23
C -0.02 -4.60 0.29
C 1.19 -5.29 0.25
C 1.30 -6.69 0.79
O 0.26 -7.05 1.68
C 2.29 -4.66 -0.32
C 2.14 -3.37 -0.80
N 0.99 -2.72 -0.76
H -5.85 -4.67 0.39
H -5.60 -2.36 0.88
H -5.64 -2.73 -0.85
H -4.41 -0.28 -0.33
H -2.12 0.62 -0.66
H -2.67 -4.17 0.07
H -0.88 -5.07 0.75
H 2.29 -6.83 1.25
H 1.24 -7.40 -0.04
H 0.41 -6.61 2.52
H 3.25 -5.15 -0.36
H 2.98 -2.84 -1.23
C 5.49 2.21 -1.54
N 5.04 1.19 -0.60
C 5.11 -0.13 -1.20
C 3.68 1.48 -0.16
C 3.23 0.58 0.96
C 4.01 0.53 2.12
C 3.65 -0.26 3.19
C 2.49 -1.03 3.12
C 1.72 -1.00 1.97
C 2.07 -0.20 0.87
H 6.52 2.00 -1.83
H 5.46 3.19 -1.06
H 4.87 2.25 -2.45
H 6.14 -0.33 -1.51
H 4.46 -0.22 -2.09
H 4.82 -0.88 -0.47
H 2.97 1.42 -1.01
H 3.65 2.52 0.18
H 4.92 1.13 2.16
H 4.26 -0.28 4.09
H 2.19 -1.65 3.96
H 0.83 -1.61 1.93
*
```

E_HOMO ... -7.128 eV
Energy relative to the best compared isomer or geometry (same formula, charge and spin) ... 0.0 kcal/mol
Calculated total energy ... -2552.2087 hartree
LUMO level ... -0.81 eV
Gap between HOMO and LUMO ... 6.322 eV

Here is H4NOP2 as an isolated structure in a non-equilibrium geometry from the Open Molecules 2025 dataset. Energies are from ωB97M-V/def2-TZVPD.

```
! RIJCOSX wB97M-V def2-TZVPD def2/J DEFGRID3
* xyz -1 1
N 0.39 -0.61 -0.09
O 1.12 -0.85 1.32
P -1.31 -0.72 -0.08
P 0.69 0.87 0.79
H -1.46 0.14 -1.22
H -1.43 -1.81 -0.88
H -0.03 1.78 -0.30
H 2.04 1.20 0.47
*
```

E_HOMO ... -2.586 eV
Energy relative to the best compared isomer or geometry (same formula, charge and spin) ... 100.9 kcal/mol
Calculated total energy ... -814.9851 hartree
LUMO level ... 4.77 eV
Gap between HOMO and LUMO ... 7.352 eV

Here is C22H16LiN5O9Se as an isolated structure from the Open Molecules 2025 dataset. Energies are from ωB97M-V/def2-TZVPD.

```
! RIJCOSX wB97M-V def2-TZVPD def2/J DEFGRID3
* xyz -2 1
Li -1.17 -2.05 1.77
O 4.69 -4.27 1.61
C 3.57 -3.78 1.73
C 2.31 -4.28 1.11
O 2.22 -5.22 0.32
C 1.24 -3.38 1.55
C 1.77 -2.43 2.51
O 1.07 -1.63 3.16
C 3.24 -2.52 2.48
O 4.06 -1.71 2.92
O 0.04 -3.37 1.16
C 2.43 2.19 -1.20
N 1.80 1.69 0.01
N 1.02 0.55 -0.07
C 0.03 0.59 0.91
O -0.75 -0.31 1.13
C 0.18 1.89 1.53
C 1.23 2.51 0.94
C 1.77 3.88 1.16
C 1.48 -0.62 -0.73
C 0.57 -1.38 -1.45
C 1.01 -2.51 -2.11
C 2.35 -2.87 -2.07
C 3.25 -2.11 -1.35
C 2.82 -0.98 -0.66
H 2.67 1.35 -1.84
H 3.35 2.71 -0.94
H 1.77 2.88 -1.75
H -0.41 2.23 2.37
H 1.35 4.29 2.08
H 1.50 4.55 0.34
H 2.85 3.87 1.25
H -0.48 -1.10 -1.43
H 0.29 -3.14 -2.62
H 2.68 -3.78 -2.56
H 4.28 -2.42 -1.26
H 3.50 -0.43 -0.02
Se -4.06 0.57 1.34
N -3.38 0.30 -0.26
C -3.59 1.41 -0.96
C -3.16 1.60 -2.31
C -3.43 2.77 -2.93
C -4.14 3.82 -2.26
C -4.55 3.69 -0.97
C -4.28 2.48 -0.27
N -4.62 2.22 0.98
H -2.62 0.80 -2.80
H -3.11 2.92 -3.96
H -4.35 4.74 -2.80
H -5.07 4.49 -0.46
O -3.56 -3.88 1.85
N -3.82 -2.70 1.90
O -4.90 -2.23 1.51
O -2.95 -1.88 2.39
*
```

E_HOMO ... -0.362 eV
Calculated total energy ... -4207.8715 hartree
LUMO level ... 3.75 eV
Gap between HOMO and LUMO ... 4.117 eV

Here is a 3-piece molecular cluster, C5H11NO overall in a non-equilibrium geometry from the Open Molecules 2025 dataset. Energies are from ωB97M-V/def2-TZVPD.

```
! RIJCOSX wB97M-V def2-TZVPD def2/J DEFGRID3
* xyz 0 1
C -0.17 0.09 1.09
C -1.10 -0.92 1.71
C 0.62 1.62 -0.71
C -0.24 0.48 -0.22
N 0.16 -0.74 -2.15
C -0.66 -0.50 -1.18
O 0.24 0.98 2.04
H 0.65 1.75 1.63
H 2.01 -1.23 -0.39
H -0.21 -1.35 -2.88
H 1.60 -1.13 -1.17
H -1.45 -1.20 -0.89
H -2.14 -0.67 1.52
H -0.91 -1.92 1.33
H -0.96 -0.92 2.79
H 0.67 1.58 -1.79
H 1.65 1.54 -0.36
H 0.21 2.57 -0.39
*
```

E_HOMO ... -8.554 eV
Energy relative to the best compared isomer or geometry (same formula, charge and spin) ... 80.9 kcal/mol
Calculated total energy ... -327.0025 hartree
LUMO level ... 0.58 eV
Gap between HOMO and LUMO ... 9.138 eV

Here is a 2-piece molecular cluster, C5H8N2 overall in a non-equilibrium geometry from the Open Molecules 2025 dataset. Energies are from ωB97M-V/def2-TZVPD.

```
! RIJCOSX wB97M-V def2-TZVPD def2/J DEFGRID3
* xyz 0 3
C -2.11 0.92 -1.04
C 0.18 0.63 0.44
C 1.13 1.75 0.09
C -0.74 -1.67 -0.20
C -0.22 -0.31 -0.61
N -3.06 1.49 -1.20
N -0.02 0.50 1.68
H 1.43 2.09 1.09
H 1.90 1.35 -0.45
H 0.50 2.53 -0.37
H 0.05 -2.24 0.03
H -1.30 -2.11 -1.07
H -1.53 -1.54 0.69
H 0.32 -0.46 -1.66
H -0.66 -0.15 2.03
*
```

E_HOMO (alpha / beta) ... -7.807 / -10.220 eV
Energy relative to the best compared isomer or geometry (same formula, charge and spin) ... 62.3 kcal/mol
Calculated total energy ... -304.5689 hartree
LUMO level (alpha / beta) ... 0.77 / -4.14 eV
⟨S²⟩ ... 2.017
Gap between HOMO and LUMO (alpha / beta) ... 8.580 / 6.079 eV

Here is an isolated ion of composition C5H14N2 and charge -1 in a non-equilibrium geometry from the Open Molecules 2025 dataset. Energies are from ωB97M-V/def2-TZVPD.

```
! RIJCOSX wB97M-V def2-TZVPD def2/J DEFGRID3
* xyz -1 2
C 0.73 2.04 -0.89
N 0.96 0.78 -0.13
C 1.98 1.00 0.88
C -0.36 0.41 0.59
C -1.29 -0.36 -0.42
N -1.89 -1.65 0.15
C -1.04 -2.72 -0.36
H -0.21 2.55 -1.06
H 1.03 1.75 -1.83
H 1.44 2.80 -0.47
H 1.83 1.73 1.69
H 2.18 -0.05 1.31
H 2.86 1.45 0.35
H -0.09 -0.13 1.53
H -0.92 1.25 0.83
H -0.84 -0.69 -1.43
H -2.04 0.39 -0.70
H -1.78 -1.63 1.20
H 0.02 -2.47 -0.08
H -1.41 -3.59 0.23
H -1.15 -2.87 -1.39
*
```

E_HOMO (alpha / beta) ... 1.426 / -5.088 eV
Energy relative to the best compared isomer or geometry (same formula, charge and spin) ... 60.2 kcal/mol
Calculated total energy ... -308.2671 hartree
LUMO level (alpha / beta) ... 4.06 / 3.99 eV
⟨S²⟩ ... 0.750
Gap between HOMO and LUMO (alpha / beta) ... 2.632 / 9.073 eV

Here is C6H14BF6NO10S2Zr as an isolated structure in a non-equilibrium geometry from the Open Molecules 2025 dataset. Energies are from ωB97M-V/def2-TZVPD.

```
! RIJCOSX wB97M-V def2-TZVPD def2/J DEFGRID3
* xyz 0 1
Zr -15.01 11.40 -36.42
C -15.89 8.26 -39.21
F -14.60 8.40 -39.55
F -16.45 7.52 -40.19
F -15.96 7.61 -38.07
S -16.71 10.03 -39.03
O -17.31 10.30 -40.36
O -17.73 9.98 -37.98
N -15.39 11.05 -38.42
S -14.82 11.58 -39.88
O -13.60 12.37 -39.70
O -14.63 10.60 -41.00
C -16.12 12.94 -40.53
F -16.42 12.62 -41.79
F -17.21 13.00 -39.68
F -15.53 14.12 -40.56
C -17.58 14.90 -36.64
C -16.61 13.65 -36.79
O -15.41 13.65 -36.98
O -16.96 12.49 -36.53
H -18.43 14.80 -37.31
H -16.91 15.72 -36.92
H -17.78 15.11 -35.59
C -11.86 8.56 -35.71
C -13.14 9.39 -35.82
O -13.91 9.42 -36.75
O -13.56 10.20 -34.98
H -12.01 7.68 -35.07
H -11.05 9.03 -35.14
H -11.53 8.16 -36.67
B -12.89 12.52 -36.60
H -11.94 12.06 -36.36
H -13.46 12.71 -35.70
H -12.65 13.47 -37.05
H -13.42 11.89 -37.29
O -16.32 9.89 -35.53
H -16.32 8.94 -35.40
H -17.13 10.19 -35.10
O -15.30 12.19 -34.35
H -15.78 11.93 -33.56
H -14.96 13.06 -34.14
*
```

E_HOMO ... -10.114 eV
Energy relative to the best compared isomer or geometry (same formula, charge and spin) ... 98.0 kcal/mol
Calculated total energy ... -2511.6256 hartree
LUMO level ... -0.86 eV
Gap between HOMO and LUMO ... 9.253 eV

Here is a 4-piece molecular cluster, C10H24O6S2 overall in a non-equilibrium geometry from the Open Molecules 2025 dataset. Energies are from ωB97M-V/def2-TZVPD.

```
! RIJCOSX wB97M-V def2-TZVPD def2/J DEFGRID3
* xyz 0 1
O 1.24 -0.20 -4.27
S 1.34 0.38 -2.97
O 0.65 1.64 -2.82
C 0.75 -0.79 -1.87
C 1.77 -1.87 -1.95
C 3.21 -1.16 -2.09
C 3.04 0.35 -2.44
H -0.25 -0.95 -2.33
H 0.63 -0.36 -0.88
H 1.94 -2.55 -1.14
H 1.67 -2.39 -2.86
H 3.74 -1.62 -2.88
H 3.63 -1.28 -1.13
H 3.70 0.63 -3.25
H 3.08 0.97 -1.57
O 1.63 -0.64 1.22
S 0.83 -1.34 2.19
O 1.46 -2.38 2.94
C 0.04 -0.35 3.48
C -1.46 -0.71 3.41
C -1.59 -2.13 2.75
C -0.74 -1.99 1.51
H 0.32 0.70 3.25
H 0.51 -0.72 4.39
H -1.84 -0.71 4.39
H -1.91 0.07 2.79
H -2.63 -2.26 2.47
H -1.26 -2.99 3.37
H -1.17 -1.29 0.78
H -0.41 -2.88 0.95
C -2.94 2.66 -1.79
O -2.22 1.49 -1.57
H -2.29 3.49 -2.15
H -3.68 2.49 -2.54
H -3.45 3.09 -0.90
H -1.53 1.40 -2.25
C -0.82 2.62 1.15
O -1.54 1.37 0.92
H -1.25 3.56 0.76
H -0.65 2.77 2.21
H 0.17 2.57 0.77
H -1.71 1.30 -0.08
*
```

E_HOMO ... -10.104 eV
Energy relative to the best compared isomer or geometry (same formula, charge and spin) ... 0.0 kcal/mol
SMILES string ... O=S1(=O)CCCC1.O=S1(=O)CCCC1.CO.CO
Calculated total energy ... -1643.1581 hartree
LUMO level ... 0.71 eV
Gap between HOMO and LUMO ... 10.810 eV

Here is C18H25AsN2O4ReSe as an isolated structure in a non-equilibrium geometry from the Open Molecules 2025 dataset. Energies are from ωB97M-V/def2-TZVPD.

```
! RIJCOSX wB97M-V def2-TZVPD def2/J DEFGRID3
* xyz 2 2
Re -0.97 0.61 -0.84
C -0.97 -1.65 2.27
C -1.11 -0.17 2.30
N -1.18 0.63 1.24
C -1.30 1.94 1.71
C -1.32 1.91 3.06
N -1.19 0.59 3.40
C -1.40 2.93 4.16
O -1.43 4.19 3.82
O -1.40 2.51 5.29
C -1.42 3.01 0.70
O -1.49 4.17 0.96
O -1.44 2.49 -0.55
H -0.89 -1.99 1.23
H -1.83 -2.13 2.74
H -0.08 -1.97 2.80
H -1.20 0.28 4.37
H -1.46 4.36 2.86
C 6.30 -0.39 -0.25
C 4.85 -0.53 -0.63
C 4.02 0.59 -0.72
C 2.68 0.48 -1.06
C 1.82 1.71 -1.11
C 2.18 -0.80 -1.30
Se 0.34 -1.04 -1.82
C 2.97 -1.95 -1.23
C 2.44 -3.33 -1.55
C 4.30 -1.78 -0.88
H 6.55 0.63 0.03
H 6.94 -0.68 -1.08
H 6.54 -1.06 0.58
H 4.44 1.57 -0.53
H 2.39 2.60 -0.86
H 1.02 1.66 -0.35
H 1.38 1.86 -2.10
H 1.39 -3.46 -1.27
H 3.02 -4.09 -1.04
H 2.52 -3.51 -2.63
H 4.93 -2.66 -0.82
C -3.49 -2.12 -0.84
As -3.19 -0.31 -1.44
C -3.55 -0.32 -3.33
C -4.58 0.74 -0.63
H -4.50 -2.40 -1.12
H -3.39 -2.17 0.25
H -2.77 -2.79 -1.31
H -4.62 -0.47 -3.46
H -3.01 -1.12 -3.81
H -3.27 0.64 -3.77
H -5.54 0.33 -0.95
H -4.50 1.77 -0.95
H -4.51 0.68 0.46
*
```

E_HOMO (alpha / beta) ... -14.617 / -14.635 eV
Energy relative to the best compared isomer or geometry (same formula, charge and spin) ... 13.5 kcal/mol
Calculated total energy ... -5826.3075 hartree
LUMO level (alpha / beta) ... -9.27 / -8.88 eV
⟨S²⟩ ... 0.783
Gap between HOMO and LUMO (alpha / beta) ... 5.346 / 5.752 eV